Here is a cluster of 2 separate species, C6H13NO in total in a non-equilibrium geometry from the Open Molecules 2025 dataset. Energies are from ωB97M-V/def2-TZVPD.

Atoms and positions in Å:
C1 -2.07959 -2.31465 0.70751
N1 -1.01562 -0.37926 -1.33526
C2 -0.29905 -0.70945 -0.12476
C3 -0.69309 -1.65580 0.72280
C4 2.85884 1.34091 0.50069
C5 1.83253 0.26420 0.69925
C6 0.90954 0.11697 -0.23319
H1 -1.99020 -3.19590 -0.03988
H2 -2.86369 -1.58177 0.14136
H3 -2.29395 -2.67271 1.83644
H4 -1.92904 0.08732 -0.88814
H5 -1.37001 -1.17297 -1.92887
H6 -0.13277 -1.79090 1.59755
H7 3.92083 0.94397 0.68694
H8 2.84198 2.27161 0.91400
H9 2.98078 1.56053 -0.75444
H10 1.91562 -0.36205 1.53986
H11 0.98260 0.35538 -1.24689
H12 -1.29219 2.99232 -0.17467
H13 -1.18781 2.51401 -1.59311
O1 -1.09570 3.38824 -1.02717

Calculated values
Relative energy (zero: lowest compared OMol25 entry of this formula, charge and spin)   4.391 eV
HOMO-LUMO gap   0.33341 hartree
HOMO level   -8.4 eV
Maximum force   7.159 eV Å⁻¹
Net charge   0
SMILES   C/C=C(N)/C=C/C.O